Below is one molecule with the formula C4H10N4O in a non-equilibrium geometry, with properties calculated with wB97M-V/def2-TZVPD.

```
19
Properties=species:S:1:pos:R:3:forces:R:3
C 1.008 -0.573 1.903 1.3 0.5 0.7
C -1.883 -0.228 -0.170 -0.4 2.5 -2.4
C -1.160 0.399 -1.403 -1.2 0.7 0.9
C 0.911 0.009 -0.323 0.2 0.5 -2.5
H 1.992 -0.940 1.632 0.1 -0.6 0.2
H 1.244 0.389 2.413 -0.7 -0.2 -0.3
H 0.530 -1.237 2.597 -0.1 -0.4 0.4
H -1.346 -0.703 1.820 -0.1 1.4 -2.1
H -2.152 -1.195 -0.446 -0.4 -2.0 -0.1
H -2.768 0.426 -0.231 -0.1 -0.5 1.0
H -1.143 1.508 -1.279 0.1 -0.6 -0.2
H -1.726 0.125 -2.284 -0.2 0.2 -0.2
H 1.709 0.914 -2.076 -0.2 -0.3 0.6
H 2.521 0.683 0.538 0.0 -0.2 0.4
N 0.263 -0.518 0.697 -1.3 -0.5 2.9
N -1.102 -0.048 0.992 0.9 -1.2 2.3
N 0.138 -0.134 -1.551 3.8 0.5 1.5
N 2.101 0.495 -0.352 -0.9 -0.2 -0.9
O 0.863 0.629 -2.477 -0.8 0.3 -2.2
```
Forces are in eV/Å.

LUMO level = 0.709 eV
Molecular weight = 130.151 g mol⁻¹
Orbital gap = 9.32 eV
ΔE to the lowest compared entry with this formula, charge and spin = 93.5 kcal per mole
SMILES = [H]/N=C1/N(O)CCNN1C
Calculated total energy = -452.548803 Eh
HOMO level = -8.6 eV